This record from OMol25 describes a molecular structure, C13H20MnNO5PSbSe4. The level of theory is ωB97M-V/def2-TZVPD.

```
46
Properties=species:S:1:pos:R:3:forces:R:3
C 0.890537 1.281040 -3.274863 -1.997 2.820 -2.390
H -1.044633 2.563374 -6.226197 -1.226 0.527 -1.080
Se 3.761433 -1.960683 2.626824 0.787 -0.641 2.432
C 1.200475 -0.236266 2.585655 -1.029 -0.090 -0.386
C -0.512862 2.133849 -5.441793 -0.340 0.939 1.146
O 0.639765 -0.672860 3.700277 1.285 0.944 -0.759
O 2.727939 0.531223 -2.066435 1.420 0.534 -0.930
O 0.793205 0.456174 -1.073759 -1.357 0.322 0.779
P -1.550587 -1.041352 0.920079 -0.206 -0.952 0.392
Se 0.770323 -4.330477 1.498683 -0.813 -0.282 -0.870
H -3.073578 -2.336830 2.266116 -0.193 0.136 -0.075
H 2.058088 -0.335248 5.305146 -0.009 -0.030 -0.390
C 1.450593 0.779610 -2.055533 1.643 -1.980 2.114
H -3.724139 -0.225704 1.610640 1.595 0.701 -1.046
Se 3.252184 -1.720412 0.528745 -1.542 0.834 -2.960
H -3.218351 0.581465 0.097511 0.276 0.040 -0.256
C -2.058593 -1.974581 2.384279 -0.051 0.152 -0.271
H 0.763126 0.924665 5.104448 0.155 -0.647 -0.033
Sb 2.206641 -3.858036 3.204434 0.848 0.580 1.825
H 3.006421 0.795623 1.781368 -0.874 -0.405 0.871
H 1.806403 1.845981 2.496968 -0.619 -0.020 -0.106
C 1.128770 0.765854 -4.544652 1.313 0.931 0.581
C -0.782767 2.500876 -4.120422 0.472 -0.272 -0.273
H 1.949872 0.081103 -4.570309 0.120 -0.640 -0.525
N -0.007836 2.340844 -3.085121 0.457 -2.965 0.375
O -3.119192 2.352239 -3.823053 1.686 -0.151 -0.126
H -1.989455 -1.275696 3.161492 -0.391 1.145 1.406
C 1.010520 -0.153247 5.061085 0.548 1.090 -1.451
H -1.463073 -2.764843 2.743429 1.011 -1.157 -0.200
C -2.811655 0.234255 1.042610 -2.434 -0.454 0.782
C 0.554963 1.395599 -5.683237 1.904 -2.603 -2.604
H -1.345357 -2.974700 -0.495721 -0.034 -0.317 0.399
C -2.088580 -2.198942 -0.334907 -0.495 0.541 -2.166
H -2.112436 -1.687080 -1.323200 -0.025 -0.096 0.494
C -2.106816 3.017576 -3.895666 -3.720 0.990 0.262
H 0.420604 -0.711090 5.721950 -0.961 -0.740 0.778
Se 2.381728 -4.127033 5.553641 -0.168 -0.119 -0.693
C 2.230259 0.844088 2.589838 -0.004 0.360 -0.222
Mn 0.745663 -0.689189 0.724455 1.298 -0.682 0.159
H -1.435937 4.757531 -3.683901 1.295 0.841 0.110
H -3.103757 -2.605408 -0.207624 0.464 0.035 0.306
H 2.629613 0.829612 3.560258 1.330 0.299 1.190
O -2.246928 4.338892 -3.908447 -0.953 0.350 0.158
H -2.532925 1.096288 1.632040 0.388 0.177 0.095
H 0.790005 1.206086 -6.854458 -0.035 0.050 3.286
H 3.160329 0.225830 -1.232672 -0.818 -0.101 -0.127
```
Positions in Å, forces in eV/Å.

Values from the calculation:
net charge	+1
E_HOMO (spin up / spin down)	-10.74 / -10.78	eV
gap between HOMO and LUMO (spin up / spin down)	6.430 / 6.484	eV
multiplicity	2
E_LUMO (spin up / spin down)	-0.158 / -0.158	Ha

***

This record from OMol25 describes a molecular structure, C13H20N2O. The level of theory is ωB97M-V/def2-TZVPD.

```
36
Properties=species:S:1:pos:R:3:forces:R:3
H 1.906499 -1.099224 0.803672 0.749 -0.097 0.397
H 3.943141 -1.352242 1.846913 -0.250 0.052 5.798
H 2.335494 1.871289 -1.327966 -0.166 -0.347 -1.061
H -4.737878 -0.054934 -1.415850 -2.095 2.334 -0.610
C 4.045651 -1.363745 0.886810 3.836 -7.657 -4.538
H -0.954463 2.399100 2.048876 1.569 0.781 1.692
H 5.513391 -0.014173 1.180271 1.076 1.197 -0.037
H -2.305452 0.382780 -2.219976 -0.679 -0.543 0.956
C -1.545589 0.897243 0.476034 -5.659 5.706 8.805
H 5.999406 -1.202855 -0.291617 -1.167 1.388 2.311
H 4.941478 1.312120 -0.933589 -1.164 -3.575 0.284
C 2.839309 -1.149535 0.197933 -3.939 6.078 1.916
C 0.718925 0.775362 -0.382716 12.098 -0.658 -7.235
H -1.712972 -0.531177 -1.039616 0.438 -2.169 0.780
H -2.646682 -0.033756 2.094410 -1.400 -0.051 1.177
C -1.663749 -0.046705 1.752994 2.017 -1.744 -4.370
H -3.977094 -1.483257 -2.304960 0.564 2.867 1.112
H -0.798734 0.161708 2.412360 -0.958 0.004 -0.160
O -2.573257 1.176752 -0.387478 -1.097 -3.470 -0.886
H -1.438365 -1.036264 1.208337 -0.510 0.620 1.609
H 2.518395 -1.716018 -0.526484 -0.780 -3.664 -4.371
H -2.630864 2.531662 1.743466 -12.267 0.416 4.391
C 5.204376 -0.546471 0.317412 1.379 -4.670 0.201
H 2.009998 0.263429 -2.023209 -1.271 -5.374 -8.818
C -2.632073 -0.054523 -1.194257 2.938 5.781 -4.485
C -1.794888 2.494980 1.468016 12.477 -0.455 -11.615
H -1.644429 3.398322 0.303910 -0.329 -2.527 4.102
N -4.240851 -2.216327 0.697631 0.392 3.307 -6.607
C -3.900904 -0.628856 -1.431331 -0.926 -7.454 -0.554
H 4.327949 -2.792475 0.536278 -0.691 3.887 1.511
C -0.305963 0.898622 0.057851 -3.891 0.848 1.186
N 3.031557 0.271784 -0.336024 2.728 -2.094 1.864
C 4.470540 0.033398 -0.710396 -1.936 10.604 -3.181
C 2.092908 0.802813 -1.294117 -1.161 5.482 12.338
H 4.435383 -0.355458 -1.669175 0.779 -1.476 -1.854
C -4.157178 -1.608022 -0.361367 -0.705 -3.327 7.949
```
Positions in Å, forces in eV/Å.

Values from the calculation:
net charge	0
ΔE to the lowest compared entry with this formula, charge and spin	399.22	kcal per mole
E_HOMO	-8.57	eV
gap between HOMO and LUMO	9.107	eV
E_LUMO	0.020	Ha

***

This record from OMol25 describes 2 unconnected molecules or ions with the total composition C13H20N2O5. The level of theory is ωB97M-V/def2-TZVPD.

```
40
Properties=species:S:1:pos:R:3:forces:R:3
H 2.680281 -0.351656 2.376540 0.117 0.446 -0.075
C 3.473136 -0.787978 0.518798 -0.184 -0.294 0.324
H -4.542619 0.233169 -1.042382 -1.277 1.906 -1.549
H -2.091124 -2.824598 1.849090 0.871 -1.026 0.888
C 4.910814 -0.334280 0.300132 1.353 -0.088 -0.975
C -4.493667 -1.602590 -0.095262 -0.693 -0.539 0.008
O 2.489816 0.479510 -1.251927 -0.120 -0.096 -0.271
O 5.303576 0.749310 1.038175 1.060 -0.385 -0.803
C -3.844891 -2.547550 0.710778 -0.069 2.050 -0.834
C -1.911461 -1.222788 0.481346 0.308 0.777 -0.141
C -1.906464 2.208372 -0.389435 3.227 0.353 -0.251
H 3.550301 -1.821770 0.897332 -0.015 0.353 -0.034
H -1.743895 0.715011 -1.844522 -0.640 0.233 -7.874
H -5.553333 -1.745421 -0.274160 -0.007 -0.085 -0.133
H -0.969037 2.874639 -2.057424 1.271 -1.568 -2.794
H -2.901776 2.367470 -0.431230 -3.394 0.722 -0.069
H 3.027611 0.971318 1.396578 0.017 0.396 0.568
H 0.843565 -1.332773 0.036850 -0.244 0.226 0.611
H -1.728341 3.885792 -1.409483 -6.463 7.620 -1.799
H -0.126157 3.345163 0.304860 0.538 0.986 -1.945
H 0.917437 -1.604353 -1.689524 0.079 -0.085 0.127
C -2.563921 -2.266169 1.106541 0.083 1.002 -1.427
H 3.423445 -1.276220 -1.617543 -0.298 0.221 0.531
H 1.911782 0.854583 -0.579837 -0.156 0.135 0.176
H -0.693709 0.506166 -0.665552 2.851 -0.726 0.640
C 1.468369 -1.695089 -0.746832 0.828 -0.545 -0.859
C -1.426489 2.328680 1.067877 0.596 -1.562 0.250
H 6.251788 0.952745 0.763888 -1.617 -0.448 0.384
N -1.158836 3.258713 -1.206852 4.366 -6.871 4.768
C -3.902987 -0.447601 -0.636048 0.652 -2.797 2.186
O -1.992680 1.826547 2.016481 0.810 1.052 -1.149
N 2.673152 0.034732 1.440770 0.245 -0.969 -0.723
C 2.749338 -0.854224 -0.845361 0.243 -0.427 -0.204
O -0.146015 2.813286 1.079219 -1.318 -1.030 2.652
C -1.641050 0.781721 -0.911341 -2.221 1.081 6.674
H -0.824619 -1.113420 0.682522 -1.136 0.280 -0.044
C -2.574112 -0.285988 -0.377773 2.613 -0.746 1.552
O 5.664555 -0.877722 -0.495576 -1.046 0.755 1.238
H 1.685652 -2.776030 -0.571918 -0.069 0.792 -0.100
H -4.287424 -3.418693 1.072224 -1.159 -1.098 0.475
```
Positions in Å, forces in eV/Å.

Values from the calculation:
SMILES	C[C@@H](O)[C@H](N)C(=O)O.N[C@@H](Cc1ccccc1)C(=O)O
net charge	0
ΔE to the lowest compared entry with this formula, charge and spin	58.88	kcal per mole
E_HOMO	-9.03	eV
gap between HOMO and LUMO	9.617	eV
E_LUMO	0.022	Ha

***

This record from OMol25 describes 2 unconnected molecules or ions with the total composition C13H20N3O4. The level of theory is ωB97M-V/def2-TZVPD.

```
40
Properties=species:S:1:pos:R:3:forces:R:3
H -1.079588 1.609999 -0.073702 1.846 1.183 0.729
H -2.210892 1.683469 3.753650 0.639 -0.108 -2.347
H -0.143014 0.484196 3.626249 -1.378 -0.159 -2.017
H 2.187989 -1.460267 3.253312 -1.945 -1.333 -0.749
H 2.940877 1.426692 -4.086866 -0.079 -0.066 0.044
O -3.908039 0.028950 2.266278 1.320 -0.020 -0.917
H -1.126690 -2.246772 0.403126 0.182 2.067 -0.982
C -1.841734 1.610131 2.618458 -1.196 -0.495 1.228
C -0.840323 -1.172095 -0.031081 -0.247 -2.938 -1.175
H 1.832656 -3.304443 3.010834 -0.969 2.375 -0.936
H -0.668155 -1.360652 -1.196418 -0.720 0.645 2.404
C -3.247803 1.254820 1.784223 0.427 1.481 0.462
H -0.378956 -2.171664 -4.033613 0.090 0.020 0.015
C 1.651704 -1.675387 -4.563761 0.164 0.244 -0.010
H -1.754291 -0.472754 0.159869 2.057 -0.981 -0.249
H 0.622488 1.737486 -3.210254 0.063 -0.071 -0.004
C 2.589456 -0.647981 -4.576900 -0.043 0.016 0.005
N 1.624271 2.866891 1.455152 0.997 1.406 1.416
C 0.035337 1.653380 0.274162 1.735 -3.223 -0.879
C 0.947258 0.778919 -3.604377 -0.758 -0.587 0.086
C 0.408215 0.489468 1.421039 -1.731 0.908 -0.869
H 1.898033 -2.663344 -4.935957 -0.037 0.072 0.063
H 0.682463 1.336025 -0.677266 -1.426 0.534 1.911
H -1.434069 2.690102 2.377130 -0.708 -2.336 0.073
H -3.387040 -0.798830 2.027195 -0.603 1.937 0.297
H -1.306568 -0.626768 2.653718 0.966 1.902 -0.225
O 0.519649 2.987018 0.665830 -1.737 -0.323 0.354
C 1.226263 -1.896728 1.229568 1.674 -3.472 -4.487
O 1.720674 3.807663 2.226299 -0.483 -1.613 -1.712
H -4.000231 2.148569 2.028651 1.463 -2.099 -0.511
H 3.589101 -0.822578 -4.964040 -0.099 0.012 0.058
N 0.014860 -0.198533 -3.580405 0.960 -0.165 -0.479
H 0.382451 -2.174039 3.438769 1.916 0.360 -1.383
N 0.462900 -0.780371 0.579081 0.320 -0.528 3.016
H -3.110323 1.261596 0.624429 -0.125 -0.243 2.046
C 1.383259 -2.215459 2.828308 0.750 0.069 0.162
C -0.737284 0.413483 2.592022 0.449 0.374 0.534
C 2.233579 0.605121 -4.089472 0.051 -0.302 -0.125
C 0.389061 -1.403772 -4.061894 -0.333 0.829 0.365
O 1.832457 -2.781541 0.388652 -3.453 4.624 4.791
```
Positions in Å, forces in eV/Å.

Values from the calculation:
net charge	-1
E_HOMO	-2.43	eV
gap between HOMO and LUMO	5.428	eV
E_LUMO	0.110	Ha